(1)
Here is a 8-piece molecular cluster, C42H48BN9O2S overall at a distorted geometry from OMol25. Energies are from ωB97M-V/def2-TZVPD.

Last columns: bonded neighbours and bond lengths (Å).
Atoms and positions in Å:
1 C 5.8018 -2.1941 2.0075  C2 1.628, H21 1.148, H22 1.143, H23 1.145
2 C 4.6191 -1.1089 2.2785  C1 1.628, C3 1.561, C20 1.555
3 C 4.4584 -0.3332 3.6240  C2 1.561, C4 1.553, H24 1.151
4 C 3.3050 0.6846 3.8398  C3 1.553, C5 1.559, H25 1.147
5 C 2.2834 0.9618 2.6948  C4 1.559, C6 1.628, C19 1.579
6 C 1.0333 1.9859 2.8918  C5 1.628, C7 1.625, H26 1.155, H27 1.146
7 C -0.2144 1.2587 2.1467  C6 1.625, C8 1.553, C18 1.569
8 C -0.6294 1.5563 0.6795  C7 1.553, B9 1.648, C12 1.582
9 B 0.1531 2.6891 -0.2260  C8 1.648, O10 1.447, O11 1.440
10 O 0.6186 2.3725 -1.5591  B9 1.447, H28 0.984
11 O 0.2901 3.9888 0.3774  B9 1.440, H29 0.984
12 C -1.8375 0.7294 0.0805  C8 1.582, C13 1.551, H30 1.153
13 C -2.6235 -0.3643 0.8489  C12 1.551, C14 1.597, H31 1.148
14 C -2.1862 -0.6127 2.3649  C13 1.597, N15 1.444, C18 1.578
15 N -2.8781 -1.5772 3.1865  C14 1.444, S16 1.718
16 S -2.0194 -1.4477 4.6689  N15 1.718, N17 1.725
17 N -0.8070 -0.2604 4.3614  S16 1.725, C18 1.446
18 C -0.9874 0.1932 3.0000  C7 1.569, C14 1.578, N17 1.446
19 C 2.4708 0.1842 1.3330  C5 1.579, C20 1.578, H32 1.151
20 C 3.6369 -0.8535 1.0999  C2 1.555, C19 1.578, H33 1.155
21 H 6.4786 -1.7866 1.1739  C1 1.148
22 H 6.3551 -2.2967 3.0028  C1 1.143
23 H 5.3108 -3.1954 1.7495  C1 1.145
24 H 5.1810 -0.4889 4.5067  C3 1.151
25 H 3.1504 1.2395 4.8314  C4 1.147
26 H 0.8234 2.1512 4.0158  C6 1.155
27 H 1.2534 3.0238 2.4575  C6 1.146
28 H 1.6014 2.3286 -1.5802  O10 0.984
29 H -0.2423 3.9766 1.2044  O11 0.984
30 H -2.1261 0.9374 -1.0159  C12 1.153
31 H -3.4721 -0.9586 0.3549  C13 1.148
32 H 1.7610 0.3214 0.4369  C19 1.151
33 H 3.7202 -1.3966 0.0840  C20 1.155
34 C -0.2092 6.6548 3.0659  C35 1.417, C38 1.374, H39 1.081
35 C -0.7120 7.6654 3.9224  C34 1.417, C36 1.373, H40 1.080
36 C -1.3204 8.6078 3.1299  C35 1.373, N37 1.370, H41 1.080
37 N -1.1995 8.2056 1.8262  C36 1.370, C38 1.369, H42 1.007
38 C -0.5282 7.0134 1.7784  C34 1.374, N37 1.369, H43 1.080
39 H 0.3260 5.7629 3.3589  C34 1.081
40 H -0.6374 7.6993 4.9995  C35 1.080
41 H -1.8266 9.5281 3.3803  C36 1.080
42 H -1.5506 8.7083 1.0270  N37 1.007
43 H -0.3344 6.5250 0.8349  C38 1.080
44 C 3.3902 1.1753 -5.2384  C45 1.417, C48 1.374, H49 1.080
45 C 3.8008 2.5304 -5.2902  C44 1.417, C46 1.374, H50 1.081
46 C 2.7508 3.2931 -4.8403  C45 1.374, N47 1.369, H51 1.080
47 N 1.7204 2.4487 -4.5234  C46 1.369, C48 1.369, H52 1.008
48 C 2.1034 1.1556 -4.7580  C44 1.374, N47 1.369, H53 1.080
49 H 3.9709 0.3097 -5.5199  C44 1.080
50 H 4.7588 2.9068 -5.6196  C45 1.081
51 H 2.6478 4.3610 -4.7198  C46 1.080
52 H 0.8202 2.7346 -4.1711  N47 1.008
53 H 1.4287 0.3353 -4.5648  C48 1.080
54 C -2.4836 1.2502 7.6061  C55 1.417, C58 1.374, H59 1.080
55 C -2.9916 2.2594 8.4615  C54 1.417, C56 1.374, H60 1.080
56 C -3.6054 3.1977 7.6680  C55 1.374, N57 1.370, H61 1.080
57 N -3.4826 2.7943 6.3649  C56 1.370, C58 1.369, H62 1.007
58 C -2.8048 1.6054 6.3186  C54 1.374, N57 1.369, H63 1.080
59 H -1.9438 0.3617 7.8999  C54 1.080
60 H -2.9169 2.2950 9.5385  C55 1.080
61 H -4.1164 4.1156 7.9172  C56 1.080
62 H -3.8366 3.2941 5.5650  N57 1.007
63 H -2.6087 1.1170 5.3759  C58 1.080
64 C -1.6147 -4.5493 -1.3472  C65 1.417, C68 1.373, H69 1.080
65 C -2.2318 -3.5973 -0.4985  C64 1.417, C66 1.373, H70 1.080
66 C -1.6133 -3.6734 0.7243  C65 1.373, N67 1.370, H71 1.079
67 N -0.6483 -4.6426 0.6467  C66 1.370, C68 1.370, H72 1.007
68 C -0.6388 -5.1775 -0.6141  C64 1.373, N67 1.370, H73 1.080
69 H -1.8572 -4.7524 -2.3802  C64 1.080
70 H -3.0405 -2.9285 -0.7545  C65 1.080
71 H -1.7800 -3.1253 1.6385  C66 1.079
72 H -0.0388 -4.9179 1.4000  N67 1.007
73 H 0.0589 -5.9576 -0.8791  C68 1.080
74 C -2.6201 -7.1004 -5.7195  C75 1.417, C78 1.374, H79 1.080
75 C -1.3044 -6.9028 -6.2065  C74 1.417, C76 1.374, H80 1.080
76 C -0.9310 -5.6245 -5.8700  C75 1.374, N77 1.370, H81 1.080
77 N -1.9747 -5.0415 -5.2018  C76 1.370, C78 1.370, H82 1.007
78 C -3.0066 -5.9365 -5.1009  C74 1.374, N77 1.370, H83 1.080
79 H -3.2179 -7.9955 -5.8101  C74 1.080
80 H -0.6972 -7.6169 -6.7434  C75 1.080
81 H -0.0158 -5.0804 -6.0490  C76 1.080
82 H -1.9819 -4.1013 -4.8400  N77 1.007
83 H -3.9247 -5.6679 -4.6004  C78 1.080
84 C -7.0503 -0.8019 1.2229  C85 1.417, C88 1.374, H89 1.080
85 C -8.2423 -1.2941 0.6357  C84 1.417, C86 1.374, H90 1.080
86 C -8.1235 -2.6601 0.5521  C85 1.374, N87 1.370, H91 1.080
87 N -6.9020 -3.0100 1.0629  C86 1.370, C88 1.369, H92 1.007
88 C -6.2433 -1.8840 1.4790  C84 1.374, N87 1.369, H93 1.080
89 H -6.8096 0.2295 1.4358  C84 1.080
90 H -9.0933 -0.7135 0.3108  C85 1.080
91 H -8.8004 -3.4111 0.1731  C86 1.080
92 H -6.5439 -3.9497 1.1238  N87 1.007
93 H -5.2590 -1.9495 1.9193  C88 1.080
94 C 8.4906 -0.9126 -6.5633  C95 1.417, C98 1.374, H99 1.080
95 C 7.5420 -1.9510 -6.3934  C94 1.417, C96 1.374, H100 1.080
96 C 6.3247 -1.3590 -6.1598  C95 1.374, N97 1.369, H101 1.080
97 N 6.5045 -0.0016 -6.1778  C96 1.369, C98 1.369, H102 1.007
98 C 7.8210 0.2792 -6.4285  C94 1.374, N97 1.369, H103 1.080
99 H 9.5462 -1.0245 -6.7634  C94 1.080
100 H 7.7288 -3.0140 -6.4378  C95 1.080
101 H 5.3488 -1.7855 -5.9815  C96 1.080
102 H 5.7812 0.6834 -6.0305  N97 1.007
103 H 8.1670 1.3002 -6.4876  C98 1.080

Results
HOMO-LUMO gap   6.682 eV
Calculated total energy   -2695.26780 Eh
HOMO level   -0.3018 Eh
Strongest force on any atom   5.8 eV/Å

Here are the Mulliken charges for atoms 1 to 4, given in e: -1.02, 0.72, -0.60, -0.57

=====

(2)
Here is one molecule with the formula C3H4O3S at a distorted geometry from OMol25. Energies are from ωB97M-V/def2-TZVPD.

Last columns: bonded neighbours and bond lengths (Å).
Atoms and positions in Å:
1 O -0.5744 2.6672 0.0696  C2 1.245
2 C 0.0549 1.6129 -0.1391  O1 1.245, O3 1.341, C4 1.400
3 O 1.2297 1.6291 -0.7851  C2 1.341, H8 1.053
4 C -0.4750 0.4197 0.3671  C2 1.400, O5 1.372, H9 1.045, H10 1.177
5 O 0.4182 -0.5832 0.0873  C4 1.372, C6 1.418
6 C 0.0264 -1.9109 -0.2201  O5 1.418, S7 1.660, H11 1.128
7 S -1.3238 -2.5942 0.4619  C6 1.660
8 H 1.5793 0.6414 -0.6753  O3 1.053
9 H -1.4038 0.1018 0.0077  C4 1.045
10 H -0.3504 0.5682 1.5277  C4 1.177
11 H 0.8188 -2.5522 -0.7017  C6 1.128

Results
HOMO-LUMO gap   9.036 eV
Energy above the lowest of the compared OMol25 structures with the same formula, charge and spin   2.630 eV
Calculated total energy   -740.56295 Eh
HOMO level   -0.3639 Eh
Strongest force on any atom   7.2 eV/Å

Here are the natural (NBO) charges for atoms 1 to 4, given in e: -0.57, 0.72, -0.64, -0.19

=====

(3)
Here is one molecule with the formula C4H6INO at a distorted geometry from OMol25. Energies are from ωB97M-V/def2-TZVPD.

Last columns: bonded neighbours and bond lengths (Å).
Atoms and positions in Å:
1 N 0.1715 2.1296 0.1721  C2 1.313, H8 1.002, H9 1.052
2 C -0.4382 1.0269 -0.1963  N1 1.313, O3 1.200, C4 1.498
3 O -1.5990 0.9869 -0.4993  C2 1.200
4 C 0.3741 -0.2244 -0.0591  C2 1.498, I5 2.158, C6 1.526, C7 1.541
5 I 2.5272 -0.1679 -0.1998  C4 2.158
6 C -0.2721 -1.4210 -0.7520  C4 1.526, C7 1.545, H10 1.099, H11 1.085
7 C -0.3128 -1.3124 0.7888  C4 1.541, C6 1.545, H12 1.052, H13 1.181
8 H 1.1557 2.3110 0.2146  N1 1.002
9 H -0.2911 2.9531 0.6345  N1 1.052
10 H 0.3886 -2.1506 -1.2405  C6 1.099
11 H -1.1988 -1.3338 -1.3102  C6 1.085
12 H -1.1077 -0.8375 1.2884  C7 1.052
13 H 0.6025 -1.9598 1.1588  C7 1.181

Results
HOMO-LUMO gap   9.827 eV
Energy above the lowest of the compared OMol25 structures with the same formula, charge and spin   1.577 eV
Calculated total energy   -583.66158 Eh
HOMO level   -0.3516 Eh
Strongest force on any atom   5.3 eV/Å

Here are the natural (NBO) charges for atoms 1 to 4, given in e: -0.82, 0.63, -0.60, -0.23

=====

Which of these has the highest strongest force on any atom? C3H4O3S

=====

Which value of HOMO level does entry 1 give? -0.3018 Eh